## 1
Below is 2 unconnected molecules or ions with the total composition CH3F3P, with properties calculated with ωB97M-V with the def2-TZVPD basis set.

- LUMO energy (spin up / spin down): -8.3 / -8.3 eV
- Kohn-Sham gap (spin up / spin down): 10.17 / 10.17 eV
- Highest occupied orbital energy (spin up / spin down): -18.50 / -18.50 eV
- Total charge: +1
- Molar mass: 103.00 g mol⁻¹

Last column: natural (NBO) charge in e.
Geometry (Å):
C1 -0.204 -0.008 -0.057  -1.00
F1 -2.563 -1.018 1.261  -0.45
F2 -2.521 -0.940 -1.248  -0.46
F3 -3.298 1.568 -0.058  -0.44
P1 -1.971 -0.277 0.046  2.37
H1 0.009 0.849 0.408  0.31
H2 0.051 0.280 -1.045  0.33
H3 0.298 -0.948 0.384  0.35

=====

## 2
Below is 2 unconnected molecules or ions with the total composition CH3F3P, with properties calculated with ωB97M-V with the def2-TZVPD basis set.

- LUMO energy (spin up / spin down): -9.5 / -8.7 eV
- Kohn-Sham gap (spin up / spin down): 10.71 / 8.96 eV
- Highest occupied orbital energy (spin up / spin down): -20.18 / -17.67 eV
- Total charge: +1
- Molar mass: 103.00 g mol⁻¹

Last column: natural (NBO) charge in e.
Geometry (Å):
C1 -0.788 -0.344 0.674  -0.99
F1 -0.145 1.024 -1.685  -0.48
F2 0.949 -1.008 -1.128  -0.49
F3 2.714 1.824 0.093  -0.08
P1 0.462 0.301 -0.506  2.10
H1 -0.587 -0.388 1.712  0.31
H2 -0.858 -1.427 0.336  0.32
H3 -1.747 0.018 0.506  0.30

=====

Stability summary: most stable 1, least stable 2.

=====

## 1
Below is C10H8O3 in the gas phase, with properties calculated with ωB97M-V with the def2-TZVPD basis set.

- SMILES string: O=C/C=C/c1ccc2c(c1)OCO2
- LUMO energy: -0.2 eV
- Kohn-Sham gap: 7.98 eV
- Highest occupied orbital energy: -8.15 eV
- Molar mass: 176.17 g mol⁻¹

Last column: natural (NBO) charge in e.
Geometry (Å):
O1 5.107 -1.031 -0.063  -0.55
C1 4.210 -0.121 0.262  0.34
C2 2.834 -0.552 -0.028  -0.29
C3 2.044 0.467 -0.105  -0.13
C4 0.589 0.478 -0.316  -0.07
C5 -0.125 1.696 -0.063  -0.19
C6 -1.551 1.611 -0.016  -0.25
C7 -2.226 0.441 0.144  0.23
C8 -1.473 -0.771 0.066  0.28
C9 -0.142 -0.734 -0.364  -0.27
O2 -2.343 -1.685 0.051  -0.45
C10 -3.553 -1.223 0.047  0.23
O3 -3.527 0.176 -0.035  -0.46
H1 4.590 0.882 0.634  0.17
H2 2.467 -1.661 -0.047  0.24
H3 2.364 1.459 -0.059  0.20
H4 0.422 2.551 -0.027  0.21
H5 -2.199 2.552 0.170  0.22
H6 0.544 -1.673 -0.312  0.22
H7 -4.021 -1.485 0.977  0.16
H8 -4.012 -1.376 -0.915  0.17

=====

## 2
Below is C10H8O3 in the gas phase, with properties calculated with ωB97M-V with the def2-TZVPD basis set.

- SMILES string: COc1ccc2ccc(=O)oc2c1
- LUMO energy: -0.2 eV
- Kohn-Sham gap: 9.08 eV
- Highest occupied orbital energy: -9.29 eV
- Molar mass: 176.17 g mol⁻¹

Last column: natural (NBO) charge in e.
Geometry (Å):
C1 0.377 3.840 -0.915  -0.25
O1 -0.665 2.946 -1.478  -0.53
C2 -0.740 1.877 -0.585  0.32
C3 -1.705 1.613 0.361  -0.30
C4 -1.678 0.378 1.080  -0.11
C5 -0.765 -0.614 0.833  -0.20
C6 -0.720 -1.996 1.312  -0.11
C7 0.135 -2.953 0.930  -0.31
C8 1.306 -2.527 0.110  0.74
O2 2.386 -3.061 -0.109  -0.55
O3 1.275 -1.177 -0.302  -0.50
C9 0.150 -0.278 -0.074  0.34
C10 0.274 0.873 -0.798  -0.29
H1 0.700 3.329 -0.090  0.18
H2 1.172 3.938 -1.756  0.20
H3 -0.130 4.827 -0.574  0.19
H4 -2.561 2.281 0.589  0.24
H5 -2.399 0.190 1.976  0.22
H6 -1.468 -2.322 2.021  0.22
H7 0.002 -3.986 1.158  0.24
H8 0.926 0.803 -1.731  0.26

=====

Stability summary: most stable 2, least stable 1.

=====

## 1
Below is CH5N3S in the gas phase, with properties calculated with ωB97M-V with the def2-TZVPD basis set.

- SMILES string: N/N=C/NS
- LUMO energy: 0.8 eV
- Kohn-Sham gap: 8.91 eV
- Highest occupied orbital energy: -8.06 eV
- Molar mass: 91.14 g mol⁻¹

Last column: natural (NBO) charge in e.
Geometry (Å):
N1 0.929 -1.597 -1.073  -0.66
N2 0.530 -0.268 -0.740  -0.30
C1 -0.342 -0.242 0.221  0.20
N3 -0.692 0.974 0.810  -0.78
S1 -0.079 2.487 0.381  0.22
H1 0.200 -2.286 -0.970  0.33
H2 1.238 -1.563 -2.011  0.36
H3 -0.882 -1.160 0.597  0.16
H4 -1.558 0.971 1.332  0.39
H5 0.656 2.685 1.453  0.09

=====

## 2
Below is CH5N3S in the gas phase, with properties calculated with ωB97M-V with the def2-TZVPD basis set.

- SMILES string: N/N=C\NS
- LUMO energy: 0.3 eV
- Kohn-Sham gap: 8.99 eV
- Highest occupied orbital energy: -8.70 eV
- Molar mass: 91.14 g mol⁻¹

Last column: natural (NBO) charge in e.
Geometry (Å):
N1 1.501 -1.104 -0.193  -0.65
N2 1.743 0.217 0.079  -0.25
C1 0.821 1.059 0.172  0.17
N3 -0.494 0.899 -0.265  -0.84
S1 -1.530 -0.429 0.015  0.17
H1 2.091 -1.725 0.235  0.36
H2 0.539 -1.569 0.348  0.33
H3 1.354 2.021 0.681  0.21
H4 -0.993 1.562 -0.972  0.42
H5 -2.676 0.145 1.088  0.09

=====

Stability summary: most stable 1, least stable 2.

=====

## 1
Below is a molecular structure, CH2Br2S, with properties calculated with ωB97M-V with the def2-TZVPD basis set.

- LUMO energy (spin up / spin down): -0.6 / -0.9 eV
- Kohn-Sham gap (spin up / spin down): 7.61 / 8.98 eV
- Highest occupied orbital energy (spin up / spin down): -8.22 / -9.86 eV
- Molar mass: 205.90 g mol⁻¹

Last column: natural (NBO) charge in e.
Geometry (Å):
C1 0.412 -0.072 -0.045  -0.58
S1 -0.540 0.448 1.306  0.11
Br1 0.777 -1.895 -0.297  0.14
Br2 1.759 1.128 -0.452  0.16
H1 -0.793 0.720 -1.761  0.03
H2 -1.615 -0.330 1.249  0.14

=====

## 2
Below is a molecular structure, CH2Br2S, with properties calculated with ωB97M-V with the def2-TZVPD basis set.

- LUMO energy (spin up / spin down): -0.8 / -0.3 eV
- Kohn-Sham gap (spin up / spin down): 9.43 / 7.91 eV
- Highest occupied orbital energy (spin up / spin down): -10.25 / -8.19 eV
- Molar mass: 205.90 g mol⁻¹

Last column: natural (NBO) charge in e.
Geometry (Å):
C1 -0.125 -0.238 -0.139  -0.49
S1 0.629 -0.145 1.451  0.11
Br1 -1.889 0.218 -0.611  0.14
Br2 0.263 -1.840 -1.232  0.06
H1 1.431 1.346 -1.558  0.02
H2 -0.309 0.660 2.090  0.16

=====

## 3
Below is 2 unconnected molecules or ions with the total composition CH2Br2S, with properties calculated with ωB97M-V with the def2-TZVPD basis set.

- LUMO energy (spin up / spin down): -1.5 / -3.3 eV
- Kohn-Sham gap (spin up / spin down): 8.32 / 4.73 eV
- Highest occupied orbital energy (spin up / spin down): -9.81 / -8.02 eV
- Molar mass: 205.90 g mol⁻¹

Last column: natural (NBO) charge in e.
Geometry (Å):
C1 -0.023 -0.428 0.043  -0.44
S1 -1.682 -0.017 0.263  0.19
Br1 1.342 0.051 1.202  0.18
Br2 1.869 1.085 -2.220  -0.33
H1 0.403 -0.771 -0.836  0.24
H2 -1.908 0.079 1.548  0.14

=====

Stability summary: most stable 3, least stable 2.